Below is one molecule with the formula C5H9NS in a non-equilibrium geometry, with properties calculated with ωB97M-V/def2-TZVPD.

Structure (SMILES): CN1[C@H]2CSC[C@@H]21
Calculated total energy, hartree: -648.645238
Maximum force, eV/A: 7.5

```
16
C5H9NS (ωB97M-V/def2-TZVPD)
C -2.3025 -0.0775 -0.4705
C -0.0760 -0.5379 0.7419
C 1.2148 -1.3540 0.1161
C 1.3607 1.4242 0.2848
C 0.1327 0.6420 -0.1561
H -2.2814 -0.5970 -1.5002
H -2.8853 -0.8186 0.0887
H -3.0674 0.9062 -0.4251
H 0.3569 -0.2673 1.6442
H 0.9289 -1.7263 -0.9524
H 1.6638 -2.0975 0.8914
H 1.6557 1.6354 1.3453
H 1.5645 2.2188 -0.5067
H 0.2625 0.5135 -1.2041
N -1.1167 0.2234 0.4059
S 2.5888 -0.0876 -0.3031
```